C6H12O | ωB97M-V/def2-TZVPD

Atoms and positions in Å:
C  -1.674  0.289  -1.792
C  -1.051  0.759  -0.478
C  -0.388  -0.256  0.448
C  0.723  0.334  1.291
C  1.013  -0.809  0.368
O  1.250  -1.704  1.458
C  1.057  -0.629  2.405
H  -0.917  0.022  -2.537
H  -2.333  -0.574  -1.654
H  -2.278  1.101  -2.216
H  -1.846  1.213  0.131
H  -0.354  1.580  -0.693
H  1.151  0.158  -2.298
H  -1.091  -0.926  0.948
H  1.005  1.379  1.211
H  1.872  0.261  -2.151
H  1.640  -0.951  -0.502
H  0.245  -0.852  3.106
H  1.975  -0.396  2.955

Summary:
Total energy (a.u.): -310.92757
Kohn-Sham gap (eV): 10.33
HOMO level (eV): -9.119
Energy relative to the best compared isomer or geometry (same formula, charge and spin) (eV): 3.584


C42H44FeO3P2S | ωB97M-V/def2-TZVPD

Atoms and positions in Å:
Fe  -1.811  -1.696  -1.776
C  -1.718  -1.744  -3.747
C  -2.588  -0.709  -3.299
C  -4.077  -0.872  -3.146
C  -4.498  -2.123  -2.294
C  -3.426  -2.655  -1.379
C  -2.380  -3.576  -1.769
C  -2.274  -4.183  -3.142
C  -2.211  -3.094  -4.251
C  0.995  -0.123  2.116
H  -0.753  -1.456  -4.196
H  -2.250  0.338  -3.358
H  -4.547  -0.919  -4.149
H  -4.495  0.029  -2.661
H  -5.358  -1.840  -1.664
H  -4.842  -2.922  -2.963
H  -3.676  -2.593  -0.314
H  -1.900  -4.186  -1.009
H  -3.090  -4.880  -3.337
H  -1.368  -4.800  -3.161
H  -1.523  -3.454  -5.025
H  -3.189  -2.988  -4.733
H  1.562  0.096  1.201
H  1.654  -0.607  2.862
H  0.620  0.837  2.485
P  -0.103  1.356  -1.208
P  -0.328  -1.235  1.816
C  -1.433  0.227  -0.559
C  -1.429  -0.787  0.464
C  -1.050  2.840  -1.697
C  -2.390  2.990  -2.116
C  -2.940  4.276  -2.220
C  -2.176  5.407  -1.909
C  -0.835  5.264  -1.532
C  -0.273  3.998  -1.467
C  0.546  0.692  -2.802
C  1.276  -0.530  -2.754
C  2.136  -0.874  -3.803
C  2.259  -0.040  -4.917
C  1.445  1.088  -5.027
C  0.565  1.436  -3.999
C  -1.409  -1.228  3.270
C  -2.020  -0.007  3.616
C  -2.747  0.096  4.803
C  -2.918  -1.024  5.624
C  -2.401  -2.260  5.221
C  -1.651  -2.374  4.047
C  0.317  -2.890  1.507
C  1.703  -3.136  1.524
C  2.192  -4.382  1.123
C  1.319  -5.388  0.699
C  -0.058  -5.146  0.701
C  -0.561  -3.912  1.115
H  -2.420  0.689  -0.719
H  -2.446  -1.147  0.707
H  -3.004  2.124  -2.366
H  -3.977  4.395  -2.540
H  -2.621  6.401  -1.959
H  -0.220  6.129  -1.286
H  0.779  3.881  -1.199
H  1.199  -1.185  -1.888
H  2.719  -1.792  -3.747
H  2.957  -0.286  -5.717
H  1.502  1.720  -5.915
H  -0.089  2.301  -4.099
H  -1.908  0.863  2.964
H  -3.176  1.054  5.088
H  -3.461  -0.930  6.567
H  -2.579  -3.143  5.836
H  -1.245  -3.340  3.739
H  2.387  -2.351  1.837
H  3.265  -4.566  1.126
H  1.707  -6.348  0.350
H  -0.741  -5.925  0.362
H  -1.640  -3.735  1.112
C  6.824  3.869  4.964
C  5.713  3.596  3.995
C  4.528  4.349  4.072
C  3.489  4.127  3.172
C  3.629  3.151  2.174
C  4.795  2.378  2.103
C  5.831  2.605  3.009
S  2.271  2.913  1.024
O  1.086  2.856  1.882
O  2.338  4.077  0.146
O  2.632  1.645  0.365
H  7.228  4.879  4.823
H  6.465  3.797  5.995
H  7.647  3.162  4.836
H  4.442  5.124  4.842
H  2.569  4.703  3.241
H  4.883  1.606  1.344
H  6.753  2.015  2.948

Summary:
Total energy (a.u.): -4196.96820
Kohn-Sham gap (alpha / beta) (eV): 5.46 / 6.40
HOMO level (alpha / beta) (eV): -5.879 / -7.376
<S²>: 6.075
Energy relative to the best compared isomer or geometry (same formula, charge and spin) (eV): 0.000
Multiplicity: 5


C27H36BIN2O7PSTi | ωB97M-V/def2-TZVPD

Atoms and positions in Å:
C  2.541  5.527  -0.185
C  1.637  4.922  1.074
C  1.989  5.277  2.639
C  1.007  4.611  3.784
C  -0.275  3.595  3.431
C  -1.132  3.077  4.727
C  -2.334  4.167  5.134
C  -1.662  1.529  4.648
C  -0.623  3.216  1.839
O  -1.773  2.353  1.547
C  -1.793  1.862  0.164
B  -0.736  0.587  -0.109
P  0.737  0.993  -1.325
O  0.301  2.063  -2.451
O  1.243  -0.432  -2.249
O  2.155  1.494  -0.427
O  -1.573  -0.279  -1.009
C  -1.920  -1.541  -0.333
C  -2.489  -2.813  -1.196
C  -1.684  -3.121  -2.593
C  -2.439  -2.587  -3.954
C  -1.958  -1.022  -4.180
S  -1.807  -0.512  -5.976
C  -0.955  1.193  -5.889
N  -1.880  2.309  -5.448
N  -1.022  3.405  -5.428
C  0.394  3.026  -5.863
O  0.448  1.557  -6.153
C  -0.770  -1.767  0.814
I  -1.944  -2.513  2.538
C  0.564  -2.662  0.489
C  0.284  -4.260  0.234
C  1.646  -5.159  0.600
C  1.839  -5.923  2.042
C  3.184  -6.840  2.342
C  4.385  -7.041  1.207
C  4.234  -6.259  -0.226
C  2.875  -5.340  -0.508
O  -0.445  -0.320  1.041
C  0.376  3.919  0.723
H  2.211  6.613  -0.509
H  3.670  5.437  0.109
H  2.293  4.831  -1.116
H  2.892  5.970  2.912
H  1.234  4.869  4.919
H  -0.381  3.119  5.655
H  -2.663  4.035  6.274
H  -1.837  5.252  5.095
H  -3.235  4.155  4.388
H  -2.117  1.271  5.721
H  -2.601  1.532  3.916
H  -0.847  0.740  4.360
H  -1.713  2.698  -0.663
H  -2.872  1.376  0.006
H  1.875  -0.088  -2.958
H  2.937  1.671  -1.027
H  -2.874  -1.252  0.322
H  -2.583  -3.767  -0.508
H  -3.601  -2.534  -1.509
H  -0.568  -2.753  -2.501
H  -1.632  -4.308  -2.695
H  -2.092  -3.290  -4.838
H  -3.595  -2.725  -3.836
H  -2.653  -0.344  -3.526
H  -0.874  -0.951  -3.688
H  1.312  3.782  -5.930
H  1.211  -2.280  -0.408
H  1.262  -2.588  1.450
H  -0.668  -4.685  0.781
H  0.100  -4.472  -0.927
H  0.961  -5.781  2.839
H  3.252  -7.370  3.393
H  5.317  -7.740  1.468
H  5.099  -6.413  -1.014
H  2.846  -4.816  -1.580
H  0.194  3.724  -0.441
Ti  0.118  6.793  0.550

Summary:
Total energy (a.u.): -3596.87931
Kohn-Sham gap (eV): 2.51
HOMO level (eV): -9.354
Net charge: +1


C9H12Cl2ErHoN4O3 | ωB97M-V/def2-TZVPD

Atoms and positions in Å:
Er  -0.383  -0.793  -8.044
Ho  -0.406  -1.668  -0.414
Cl  -1.032  1.287  -7.241
Cl  1.644  -2.926  -0.591
C  -1.116  -3.030  0.887
C  -0.866  -0.346  -9.899
C  0.091  -2.571  -8.747
O  -1.520  -3.813  1.631
O  -1.175  -0.039  -10.968
O  0.369  -3.629  -9.113
C  0.459  1.294  0.748
N  -0.019  -0.064  1.158
C  -1.294  0.104  1.935
N  -1.085  0.938  3.140
C  -0.594  2.269  2.715
N  0.675  2.145  1.952
C  1.680  1.511  2.844
N  1.226  0.165  3.273
C  1.015  -0.666  2.067
C  -0.064  0.286  3.999
H  -0.287  1.754  0.084
H  1.398  1.189  0.181
H  -1.672  -0.881  2.241
H  -2.058  0.558  1.286
H  -0.440  2.899  3.608
H  -1.360  2.765  2.097
H  2.648  1.425  2.324
H  1.847  2.138  3.737
H  0.692  -1.672  2.369
H  1.960  -0.779  1.517
H  0.080  0.868  4.923
H  -0.413  -0.716  4.305

Summary:
Total energy (a.u.): -3676.56986
Kohn-Sham gap (alpha / beta) (eV): 2.18 / 2.25
HOMO level (alpha / beta) (eV): -18.554 / -18.558
<S²>: 15.760
Net charge: +4
Multiplicity: 8


C4H11NO | ωB97M-V/def2-TZVPD

Atoms and positions in Å:
N  -1.339  0.336  -1.097
C  -0.578  -0.165  0.099
C  1.552  2.460  1.963
C  1.135  1.373  1.108
C  -0.166  0.838  1.092
H  -2.324  0.172  -0.909
H  -1.230  1.358  -1.199
H  0.260  -0.751  -0.252
H  -1.236  -0.857  0.636
H  1.188  3.444  1.606
H  1.149  2.376  2.959
H  2.640  2.556  1.981
H  1.828  0.893  0.425
H  -0.872  1.146  1.840
H  0.167  -4.358  -3.141
H  -0.020  -3.314  -2.032
O  -0.417  -4.103  -2.410

Summary:
Total energy (a.u.): -288.62952
Kohn-Sham gap (alpha / beta) (eV): 9.05 / 5.17
HOMO level (alpha / beta) (eV): -13.898 / -13.898
<S²>: 0.760
Net charge: +1
Energy relative to the best compared isomer or geometry (same formula, charge and spin) (eV): 2.333
Multiplicity: 2


C2H5F5N3P3 | ωB97M-V/def2-TZVPD

Atoms and positions in Å:
C  2.116  0.279  -1.540
C  1.032  -0.826  -1.623
N  0.655  0.289  0.993
N  -1.483  -0.703  -0.357
N  -1.939  0.736  1.882
F  0.418  -2.176  0.513
F  -0.191  2.547  1.930
F  0.130  0.719  3.431
F  -3.341  0.994  -0.149
F  -3.687  -1.041  0.995
P  0.035  -0.663  -0.098
P  -0.353  0.984  1.953
P  -2.469  -0.054  0.616
H  1.789  1.229  -1.556
H  2.653  0.084  -0.573
H  2.881  0.182  -2.320
H  1.575  -1.844  -1.723
H  0.179  -0.738  -2.375

Summary:
Total energy (a.u.): -1767.17860
Kohn-Sham gap (eV): 11.90
HOMO level (eV): -11.398
Energy relative to the best compared isomer or geometry (same formula, charge and spin) (eV): 0.000


C6H11NO | ωB97M-V/def2-TZVPD

Atoms and positions in Å:
C  -1.705  0.957  1.054
C  -0.551  1.136  -0.031
C  0.808  0.720  0.370
C  1.437  -0.349  -0.177
C  1.006  -1.161  -1.232
C  1.526  -2.518  -1.499
O  0.588  -3.400  -1.719
N  -2.180  2.367  1.515
H  -1.200  1.925  1.791
H  -1.333  0.099  1.636
H  -0.649  2.176  -0.364
H  -0.913  0.613  -0.911
H  1.215  1.120  1.289
H  2.220  -0.738  0.479
H  0.425  -0.593  -1.955
H  2.227  -2.757  -0.655
H  2.221  -2.279  -2.370
H  -2.705  2.206  2.378
H  -2.438  0.477  0.399

Summary:
Total energy (a.u.): -364.92464
Kohn-Sham gap (eV): 5.80
HOMO level (eV): -7.934
Energy relative to the best compared isomer or geometry (same formula, charge and spin) (eV): 8.349


C19H28O2 | ωB97M-V/def2-TZVPD

Atoms and positions in Å:
C  1.066  -2.614  2.499
C  2.105  -1.698  1.759
C  3.469  -1.891  2.457
C  1.602  -0.202  1.667
O  1.604  0.395  2.981
C  2.588  0.737  0.897
C  2.625  0.608  -0.613
C  3.726  -0.275  -1.005
C  2.914  1.933  -1.180
O  1.295  0.281  -1.213
C  0.240  0.138  -0.367
C  -1.026  0.248  -0.901
C  -2.216  0.514  -0.168
C  -3.536  0.774  -0.793
C  -4.036  -0.506  -1.422
C  -4.881  -0.027  -2.576
C  -4.007  1.105  -3.148
C  -3.599  1.779  -1.849
C  -2.106  0.464  1.192
C  -0.927  0.050  1.765
C  0.257  -0.014  1.061
H  0.501  -2.214  3.369
H  1.604  -3.525  2.927
H  0.242  -2.921  1.796
H  2.216  -2.206  0.731
H  3.571  -1.865  3.586
H  4.091  -1.053  2.175
H  3.996  -2.771  2.170
H  2.347  0.051  3.482
H  3.570  0.724  1.324
H  2.270  1.759  1.160
H  4.027  -0.251  -2.073
H  3.410  -1.358  -0.822
H  4.582  -0.034  -0.402
H  2.087  2.650  -0.975
H  3.155  1.894  -2.275
H  3.889  2.268  -0.791
H  -1.077  0.456  -1.921
H  -4.201  1.186  -0.028
H  -4.722  -0.950  -0.826
H  -3.236  -1.155  -1.747
H  -5.118  -0.785  -3.411
H  -5.900  0.305  -2.242
H  -4.569  1.763  -3.803
H  -3.179  0.707  -3.805
H  -2.619  2.440  -1.743
H  -4.390  2.489  -1.572
H  -2.866  0.700  1.832
H  -0.840  -0.104  2.840

Summary:
Structure (SMILES): CC(C)[C@@]1(O)CC(C)(C)Oc2cc(C3CCCC3)ccc21
Total energy (a.u.): -891.19185
Kohn-Sham gap (eV): 8.88
HOMO level (eV): -8.157
Energy relative to the best compared isomer or geometry (same formula, charge and spin) (eV): 2.121